Record 1
Here is C41H57N5O3RhSSb as an isolated structure from the Open Molecules 2025 dataset. Energies are from ωB97M-V with the def2-TZVPD basis set.

The geometry in XYZ format:
```
109
Properties=species:S:1:pos:R:3:lowdin_spin:R:1
Rh -1.06 -0.16 0.51 1.2318
C -4.17 -1.50 -0.99 0.0006
C -4.08 -0.33 -1.99 0.0022
C -2.86 0.59 -1.81 0.0031
N -2.56 0.82 -0.41 0.0178
C -3.22 1.69 0.31 -0.0144
C -4.18 2.58 -0.25 0.0828
C -5.16 3.33 0.34 -0.0079
C -5.50 3.41 1.70 0.1011
C -4.79 2.89 2.75 -0.0171
C -3.56 2.24 2.76 0.0995
C -2.77 1.75 1.72 -0.0303
N -1.57 1.17 1.90 0.1209
C -0.80 1.42 3.13 0.0129
C 0.11 0.27 3.58 0.0021
C 1.04 -0.24 2.49 0.0013
N 0.29 -1.09 1.58 0.0099
C 0.33 -2.40 1.57 -0.0126
C 1.22 -3.16 2.36 0.0681
C 1.34 -4.51 2.56 -0.0065
C 0.58 -5.56 2.04 0.0788
C -0.45 -5.45 1.12 -0.0110
C -0.94 -4.33 0.46 0.0764
C -0.60 -2.97 0.57 -0.0175
N -1.13 -2.04 -0.24 0.0825
C -1.82 -2.48 -1.45 0.0347
C -3.33 -2.72 -1.36 0.0037
H -5.21 -1.81 -0.92 0.0003
H -3.88 -1.15 0.00 0.0010
H -4.98 0.28 -1.88 0.0007
H -4.08 -0.72 -3.01 0.0001
H -3.03 1.52 -2.34 -0.0002
H -1.96 0.16 -2.25 0.0019
H -4.15 2.65 -1.33 0.0042
H -5.78 3.90 -0.34 -0.0026
H -6.41 3.96 1.94 0.0058
H -5.23 3.06 3.73 -0.0034
H -3.19 2.03 3.75 0.0060
H -1.46 1.66 3.96 0.0012
H -0.19 2.30 2.94 0.0046
H -0.49 -0.56 3.97 0.0002
H 0.71 0.66 4.41 -0.0003
H 1.90 -0.74 2.93 -0.0004
H 1.41 0.61 1.91 0.0007
H 1.94 -2.57 2.93 0.0042
H 2.13 -4.81 3.24 -0.0022
H 0.82 -6.55 2.38 0.0046
H -0.93 -6.38 0.86 -0.0026
H -1.73 -4.55 -0.23 0.0051
H -1.34 -3.39 -1.81 0.0068
H -1.64 -1.72 -2.21 0.0178
H -3.54 -3.51 -0.62 0.0005
H -3.65 -3.10 -2.33 0.0003
O 2.82 4.52 0.54 0.0016
S 1.47 4.10 0.77 0.0010
O 0.88 4.45 2.03 0.0018
N 1.28 2.51 0.46 0.0085
C 0.49 2.29 -0.57 0.0125
O 0.17 1.18 -1.06 0.0858
C -0.05 3.55 -1.20 0.0032
C -0.92 3.67 -2.27 0.0015
C -1.33 4.95 -2.64 0.0003
C -0.88 6.07 -1.95 0.0003
C 0.00 5.95 -0.89 0.0002
C 0.40 4.68 -0.54 0.0009
H -1.25 2.79 -2.81 0.0003
H -2.00 5.07 -3.48 0.0000
H -1.23 7.06 -2.25 0.0000
H 0.37 6.82 -0.35 0.0000
C 1.93 -1.83 -5.85 0.0275
C 0.82 -2.08 -4.83 0.0483
C -0.41 -1.25 -5.22 0.0081
C 0.46 -3.56 -4.78 0.0126
Sb 1.44 -1.25 -2.85 0.6407
C 3.25 1.84 -3.76 0.6045
C 1.90 2.33 -4.16 0.0973
C 4.26 1.42 -4.77 0.1007
C 3.67 2.00 -2.34 0.0871
C 2.91 -2.75 -2.12 0.0508
C 2.22 -4.01 -1.61 0.0240
C 3.95 -3.10 -3.18 0.0152
C 3.59 -2.03 -0.95 0.0103
H 1.61 -2.14 -6.85 0.0034
H 2.84 -2.38 -5.60 0.0013
H 2.19 -0.77 -5.89 0.0057
H -0.76 -1.53 -6.22 -0.0001
H -0.18 -0.18 -5.22 0.0008
H -1.24 -1.42 -4.52 0.0026
H 0.06 -3.88 -5.75 0.0012
H -0.31 -3.77 -4.03 0.0029
H 1.33 -4.18 -4.56 0.0002
H 1.67 2.08 -5.19 0.0000
H 1.82 3.42 -4.04 0.0293
H 1.14 1.89 -3.50 0.0214
H 3.80 1.23 -5.75 0.0001
H 4.78 0.50 -4.46 0.0204
H 5.05 2.17 -4.91 0.0325
H 3.00 1.45 -1.66 0.0241
H 3.61 3.05 -2.01 0.0235
H 4.69 1.65 -2.17 -0.0005
H 1.66 -4.52 -2.40 0.0014
H 1.53 -3.78 -0.80 0.0038
H 2.97 -4.71 -1.23 0.0029
H 3.51 -3.68 -4.00 0.0002
H 4.74 -3.71 -2.74 0.0016
H 4.41 -2.21 -3.61 0.0045
H 2.85 -1.69 -0.21 0.0012
H 4.14 -1.15 -1.29 0.0034
H 4.29 -2.71 -0.45 -0.0001
```

Summary:
- multiplicity = 5
- E (hartree) = -2844.82474
- expectation value of S² = 6.11

=====

Record 2
Here is C41H58ClN2O4Re as an isolated structure from the Open Molecules 2025 dataset. Energies are from ωB97M-V with the def2-TZVPD basis set.

The geometry in XYZ format:
```
107
Properties=species:S:1:pos:R:3:lowdin_spin:R:1
Re -0.07 0.36 0.26 2.2513
C 3.21 -0.23 0.30 0.0056
N 2.15 -0.26 -0.72 0.0655
C 2.53 0.59 -1.85 0.0045
C 1.95 -1.65 -1.20 0.0017
C 1.07 -2.38 -0.23 0.0009
N -0.28 -1.77 -0.11 0.0106
C -1.04 -1.90 -1.39 0.0185
C -2.51 -1.62 -1.21 0.0187
C -3.46 -2.45 -1.81 -0.0010
C -4.81 -2.22 -1.63 0.0154
C -5.18 -1.14 -0.81 -0.0039
C -4.27 -0.30 -0.18 0.0116
C -2.92 -0.56 -0.41 0.0080
O -1.98 0.23 0.17 0.1834
C -4.72 0.86 0.72 0.0016
C -4.15 0.67 2.13 0.0009
C -4.24 2.19 0.12 0.0008
C -6.24 0.93 0.84 -0.0001
C -5.90 -3.08 -2.27 0.0018
C -6.76 -2.20 -3.19 0.0009
C -5.31 -4.22 -3.10 0.0000
C -6.78 -3.68 -1.17 0.0009
C -1.01 -2.47 0.99 0.0077
C -0.30 -2.47 2.32 0.0183
C -0.48 -3.57 3.15 -0.0016
C 0.02 -3.58 4.44 0.0166
C 0.74 -2.45 4.85 -0.0041
C 0.99 -1.35 4.05 0.0129
C 0.42 -1.37 2.77 0.0072
O 0.58 -0.31 1.94 0.1519
C 1.75 -0.16 4.65 0.0014
C 0.72 0.85 5.18 0.0010
C 2.64 -0.61 5.82 0.0002
C 2.68 0.56 3.66 0.0018
C -0.20 -4.73 5.42 0.0020
C -0.89 -5.92 4.75 0.0000
C -1.09 -4.23 6.57 0.0011
C 1.14 -5.21 5.98 0.0009
H 4.15 -0.61 -0.11 0.0021
H 2.92 -0.82 1.16 0.0004
H 3.36 0.80 0.64 0.0003
H 3.41 0.18 -2.37 0.0011
H 2.78 1.59 -1.49 0.0002
H 1.71 0.66 -2.56 0.0009
H 2.91 -2.18 -1.25 0.0004
H 1.55 -1.63 -2.22 0.0004
H 1.53 -2.36 0.76 0.0000
H 0.95 -3.44 -0.50 -0.0009
H -0.91 -2.92 -1.76 0.0026
H -0.59 -1.22 -2.11 0.0052
H -3.11 -3.28 -2.41 -0.0003
H -6.23 -0.97 -0.65 -0.0005
H -3.06 0.68 2.14 0.0000
H -4.49 -0.28 2.56 0.0000
H -4.50 1.47 2.78 0.0001
H -3.15 2.23 0.04 -0.0001
H -4.57 3.01 0.76 0.0001
H -4.67 2.34 -0.87 0.0000
H -6.66 0.02 1.27 0.0000
H -6.72 1.11 -0.12 0.0000
H -6.50 1.75 1.50 0.0000
H -6.15 -1.73 -3.96 0.0000
H -7.26 -1.40 -2.63 0.0000
H -7.52 -2.80 -3.67 0.0001
H -4.70 -3.85 -3.92 0.0000
H -6.12 -4.80 -3.53 0.0000
H -4.71 -4.89 -2.49 0.0000
H -7.28 -2.91 -0.58 0.0000
H -6.19 -4.30 -0.49 0.0000
H -7.55 -4.31 -1.61 0.0001
H -1.17 -3.51 0.66 0.0010
H -1.99 -2.02 1.09 0.0010
H -1.04 -4.42 2.77 -0.0004
H 1.13 -2.45 5.86 -0.0006
H 0.07 0.38 5.92 0.0000
H 0.08 1.21 4.36 0.0000
H 1.21 1.70 5.63 0.0002
H 2.06 -0.91 6.70 0.0000
H 3.27 0.22 6.14 0.0000
H 3.29 -1.44 5.53 0.0000
H 2.14 1.04 2.86 0.0006
H 3.40 -0.14 3.23 0.0001
H 3.25 1.32 4.21 0.0002
H -1.90 -5.67 4.41 0.0000
H -0.99 -6.73 5.47 0.0000
H -0.32 -6.29 3.90 0.0000
H -2.05 -3.88 6.19 0.0000
H -0.62 -3.41 7.11 0.0000
H -1.27 -5.04 7.28 0.0002
H 1.80 -5.56 5.18 0.0000
H 0.98 -6.04 6.67 0.0001
H 1.66 -4.42 6.53 0.0000
Cl 2.63 7.03 -1.56 0.0012
C 2.13 5.51 -0.90 0.0052
C 2.65 5.08 0.33 0.0042
C 2.27 3.88 0.88 0.0034
C 1.35 3.06 0.22 0.0114
O 1.01 1.92 0.78 0.0684
C 0.83 3.49 -1.02 0.0083
C -0.11 2.70 -1.74 0.0211
O -0.51 1.57 -1.42 0.0433
C 1.22 4.74 -1.57 0.0038
H 3.36 5.72 0.84 0.0001
H 2.67 3.56 1.83 0.0001
H -0.51 3.11 -2.67 -0.0001
H 0.80 5.06 -2.51 0.0000
```

Summary:
- total charge = +1
- multiplicity = 4
- E (hartree) = -2545.91167
- expectation value of S² = 3.76

=====

Question: The lowest expectation value of S² belongs to which entry?
Answer: C41H58ClN2O4Re

=====

Question: What is the E in the second record?
Answer: -2545.91167 hartree